Model one:
A cluster of 10 separate species, C20H62N2O10 in total. Source: the OMol25 dataset; level of theory: ωB97M-V with the def2-TZVPD basis set.

```
! RIJCOSX wB97M-V def2-TZVPD def2/J DEFGRID3
* xyz 0 1
C -0.404 -0.307 0.285
C -1.082 0.175 1.566
O -2.272 0.821 1.231
H 0.538 -0.738 0.625
H -0.103 0.529 -0.345
H -0.910 -1.098 -0.269
H -0.513 0.925 2.117
H -1.237 -0.731 2.151
H -2.639 0.296 0.516
C -0.974 3.668 -1.412
C -1.353 4.700 -2.460
O -2.526 5.339 -2.063
H -0.611 4.110 -0.484
H -0.177 3.041 -1.811
H -1.825 3.026 -1.183
H -1.509 4.166 -3.398
H -0.461 5.325 -2.506
H -2.765 5.991 -2.726
C 1.321 0.763 5.842
C 0.325 1.758 5.182
O 0.882 2.286 4.003
H 1.457 -0.101 5.192
H 1.054 0.390 6.831
H 2.302 1.195 6.040
H -0.008 2.607 5.780
H -0.530 1.187 4.821
H 0.171 2.740 3.545
C 2.789 0.941 -1.661
C 3.728 0.042 -2.397
O 4.661 0.796 -3.042
H 2.066 1.352 -2.366
H 3.240 1.773 -1.120
H 2.170 0.394 -0.951
H 3.170 -0.648 -3.030
H 4.299 -0.530 -1.665
H 5.181 0.188 -3.573
C -5.612 -1.524 0.494
C -5.618 -0.397 -0.445
O -4.635 -0.658 -1.387
H -6.350 -1.273 1.256
H -4.710 -1.586 1.102
H -5.924 -2.429 -0.027
H -5.433 0.597 -0.039
H -6.584 -0.273 -0.934
H -4.528 0.145 -1.901
C -3.471 -5.101 -0.884
C -3.172 -3.874 -1.712
O -2.927 -2.819 -0.866
H -3.858 -5.883 -1.537
H -4.267 -4.909 -0.164
H -2.549 -5.392 -0.381
H -3.930 -3.619 -2.453
H -2.294 -4.229 -2.250
H -3.699 -2.250 -0.887
O -2.138 -3.528 1.792
H -1.543 -4.278 1.792
H -2.132 -3.217 0.887
O -1.353 3.415 2.195
H -2.016 3.908 1.712
H -1.523 2.500 1.970
C -1.581 1.089 -4.059
C -0.494 0.125 -4.510
C -0.272 -1.057 -3.560
O 0.770 -1.801 -3.994
C 1.067 -2.855 -3.094
N -0.932 -0.243 -5.833
H -1.285 1.395 -3.056
H -2.514 0.541 -3.921
H -1.717 1.980 -4.671
H 0.406 0.740 -4.495
H -1.225 -1.587 -3.539
H -0.089 -0.688 -2.551
H 1.567 -2.560 -2.172
H 1.707 -3.679 -3.409
H 0.221 -3.468 -2.783
H -1.280 0.582 -6.300
H -0.263 -0.583 -6.509
C 3.328 0.528 1.940
C 4.123 0.810 3.266
C 5.627 0.512 3.245
O 6.026 -0.781 2.741
C 5.807 -1.941 3.532
N 3.891 2.150 3.709
H 2.247 0.639 2.021
H 3.492 -0.499 1.615
H 3.653 1.112 1.078
H 3.685 0.187 4.046
H 5.933 0.538 4.291
H 6.251 1.256 2.750
H 6.152 -2.788 2.939
H 4.736 -1.962 3.735
H 6.490 -1.864 4.378
H 4.363 2.319 4.586
H 2.919 2.155 3.985
*
```

Summary:
E_HOMO = -8.72 eV
SMILES = COC[C@H](C)N.COC[C@H](C)N.CCO.CCO.CCO.CCO.CCO.CCO.O.O
Frontier orbital gap = 0.3339 Ha

Löwdin atomic charge list, values in e, 4 entries: atom 1 (C): -0.070, atom 2 (C): -0.298, atom 3 (O): -0.084, atom 4 (H): 0.070

Model two:
A cluster of 10 separate species, C20H62N2O10 in total. Source: the OMol25 dataset; level of theory: ωB97M-V with the def2-TZVPD basis set.

```
! RIJCOSX wB97M-V def2-TZVPD def2/J DEFGRID3
* xyz 0 1
C -27.679 -2.167 28.032
C -26.852 -1.899 26.813
O -27.097 -0.578 26.351
H -28.740 -2.059 27.808
H -27.382 -1.610 28.919
H -27.560 -3.228 28.284
H -27.139 -2.632 26.046
H -25.777 -2.039 26.989
H -26.659 -0.500 25.491
C -22.979 -5.032 25.410
C -22.128 -5.182 24.175
O -22.971 -4.887 23.003
H -23.388 -4.028 25.496
H -22.377 -5.234 26.298
H -23.801 -5.748 25.385
H -21.685 -6.167 24.029
H -21.304 -4.462 24.146
H -22.622 -5.377 22.255
C -25.433 -7.801 23.481
C -26.147 -7.025 22.398
O -27.431 -6.551 22.821
H -24.431 -8.101 23.157
H -25.932 -8.748 23.715
H -25.334 -7.234 24.409
H -26.210 -7.630 21.487
H -25.561 -6.140 22.139
H -27.928 -7.327 23.103
C -22.444 -1.384 24.556
C -23.293 -1.283 23.312
O -24.218 -2.366 23.186
H -21.816 -2.279 24.546
H -23.061 -1.435 25.455
H -21.792 -0.512 24.618
H -22.649 -1.262 22.427
H -23.915 -0.392 23.379
H -23.752 -3.211 23.090
C -28.112 -6.022 28.214
C -27.277 -6.246 26.977
O -26.302 -5.220 26.799
H -28.810 -5.200 28.059
H -27.471 -5.828 29.074
H -28.714 -6.907 28.438
H -27.913 -6.369 26.090
H -26.751 -7.212 27.010
H -26.501 -4.736 25.988
C -27.651 1.546 23.304
C -26.662 0.603 22.679
O -26.604 -0.540 23.557
H -27.246 1.852 24.271
H -28.582 1.019 23.504
H -27.831 2.423 22.685
H -25.663 1.042 22.597
H -26.959 0.226 21.694
H -26.018 -1.225 23.214
C -28.726 -2.512 21.549
C -29.286 -2.343 20.153
C -29.351 -0.898 19.715
O -30.239 -0.195 20.569
C -29.963 1.175 20.628
N -28.492 -3.087 19.138
H -29.144 -1.745 22.216
H -27.642 -2.379 21.599
H -28.985 -3.460 22.024
H -30.295 -2.760 20.075
H -29.717 -0.852 18.682
H -28.346 -0.448 19.746
H -28.987 1.367 21.081
H -30.741 1.642 21.235
H -30.036 1.643 19.635
H -27.514 -2.890 19.347
H -28.519 -4.082 19.354
C -25.042 -4.101 19.630
C -23.990 -3.038 19.327
C -24.478 -1.635 19.683
O -25.761 -1.318 19.236
C -25.831 -0.997 17.866
N -22.744 -3.280 20.067
H -25.219 -4.102 20.709
H -24.686 -5.087 19.316
H -25.966 -3.945 19.081
H -23.734 -3.034 18.263
H -23.718 -0.907 19.354
H -24.451 -1.523 20.776
H -26.871 -0.783 17.639
H -25.562 -1.862 17.239
H -25.148 -0.181 17.615
H -22.952 -3.240 21.063
H -22.485 -4.251 19.915
O -26.607 -4.067 23.861
H -26.748 -5.006 23.672
H -25.761 -3.853 23.458
O -29.370 -4.221 25.239
H -29.554 -3.296 25.052
H -28.624 -4.450 24.678
*
```

Summary:
E_HOMO = -9.07 eV
SMILES = COC[C@H](C)N.COC[C@H](C)N.CCO.CCO.CCO.CCO.CCO.CCO.O.O
Frontier orbital gap = 0.3356 Ha

Löwdin atomic charge list, values in e, 4 entries: atom 1 (C): -0.081, atom 2 (C): -0.337, atom 3 (O): -0.089, atom 4 (H): 0.080

The energy of each structure relative to the most stable one, in hartree, is as follows: model one 0.0915; model two 0.0000.